1 | 13
Properties=species:S:1:pos:R:3 method="wB97M-V/def2-TZVPD" molar_mass_g_mol=107.11 homo_ev=-9.12 smiles="C=C1C=NC=C1C=O" charge=0 orbital_gap_ha=0.2907
C 1.983 0.026 -0.261
C 0.674 0.366 -0.456
C -0.097 1.693 -1.023
N -1.366 1.617 -0.587
C -1.573 0.541 0.350
C -0.474 -0.354 0.307
C -0.547 -1.843 0.747
O -1.671 -2.223 1.058
H 2.305 -0.837 0.173
H 2.813 0.872 -0.267
H 0.104 2.787 -1.251
H -2.536 0.027 0.856
H 0.385 -2.671 0.354

2 | 13
Properties=species:S:1:pos:R:3 method="wB97M-V/def2-TZVPD" molar_mass_g_mol=107.11 homo_ev=-9.12 smiles="O=c1ccccnc1" charge=0 orbital_gap_ha=0.3014
O -0.780 -2.445 1.286
C -0.410 -1.495 0.583
C 1.067 -0.978 0.716
C 1.432 0.160 0.075
C 0.691 1.072 -0.749
C -0.671 1.372 -0.829
N -1.676 0.699 -0.335
C -1.560 -0.532 0.036
H 1.656 -1.675 1.373
H 2.657 0.235 0.037
H 1.072 1.972 -1.399
H -0.882 2.269 -1.488
H -2.596 -0.654 0.695

Which is most stable? The ranking, best first, is 2, 1.

1 | 11
Properties=species:S:1:pos:R:3 method="wB97M-V/def2-TZVPD" molar_mass_g_mol=104.15 homo_ev=-8.22 smiles="F[C@H]1C=CSC1" charge=0 orbital_gap_ha=0.3322
F -0.544 -0.536 -1.807
C -0.709 0.219 -0.599
C -0.670 -0.892 0.426
C 0.344 -1.005 1.393
S 1.545 0.187 0.987
C 0.655 1.058 -0.426
H -1.440 1.032 -0.672
H -1.777 -1.456 0.426
H 0.527 -1.905 2.030
H 0.836 2.238 -0.303
H 1.233 1.060 -1.454

2 | 11
Properties=species:S:1:pos:R:3 method="wB97M-V/def2-TZVPD" molar_mass_g_mol=104.15 homo_ev=-9.15 smiles=FCC#CCS charge=0 orbital_gap_ha=0.3652
F 0.491 2.138 -2.084
C 0.145 0.838 -2.322
C 0.040 0.243 -0.926
C 0.096 -0.323 0.128
C -0.022 -0.954 1.372
S -0.580 0.374 2.664
H -0.796 0.802 -2.886
H 0.842 0.281 -2.934
H 1.065 -0.993 1.791
H -0.486 -1.939 1.517
H -0.794 -0.466 3.681

Which is most stable? The ranking, best first, is 1, 2.

1 | 14
Properties=species:S:1:pos:R:3 method="wB97M-V/def2-TZVPD" molar_mass_g_mol=110.10 homo_ev="-8.26 / -8.16" charge=0 orbital_gap_ha="0.2605 / 0.2536"
C 2.587 1.567 0.504
C 1.632 0.829 0.520
C -1.848 0.160 -0.639
C -0.551 0.768 -0.382
C 0.420 0.109 0.270
C 0.546 -1.367 0.475
P -3.057 0.879 0.633
H 3.485 2.039 0.571
H -2.204 0.362 -1.585
H -1.720 -0.968 -0.544
H -0.453 1.829 -0.291
H -0.292 -1.825 -0.029
H 0.417 -1.679 1.476
H 1.394 -1.856 0.096

2 | 14
Properties=species:S:1:pos:R:3 method="wB97M-V/def2-TZVPD" molar_mass_g_mol=110.10 homo_ev="-7.56 / -8.96" charge=0 orbital_gap_ha="0.2689 / 0.3211"
C -2.057 0.340 0.590
C -1.805 -0.780 -0.381
C -1.051 1.224 0.621
C -0.713 -0.586 -1.113
C 2.880 -0.050 -0.249
C 1.651 0.346 -0.128
P 0.125 0.954 -0.664
H -2.940 0.461 1.311
H -2.516 -1.560 -0.480
H -0.872 2.052 1.313
H -0.331 -1.271 -1.954
H 3.539 -0.579 0.464
H 3.499 0.031 -1.091
H 0.590 -0.581 1.762

Which is most stable? The ranking, best first, is 1, 2.